1.
{
  "formula": "H22O11",
  "method": "ωB97M-V/def2-TZVPD",
  "species": ["H", "H", "H", "H", "H", "H", "H", "H", "H", "H", "H", "H", "H", "H", "H", "H", "H", "H", "H", "H", "H", "H", "O", "O", "O", "O", "O", "O", "O", "O", "O", "O", "O"],
  "positions_angstrom": [[0.752, 0.226, -0.427], [2.245, 0.047, -0.644], [3.373, -1.120, -1.389], [3.600, 0.323, -1.809], [-0.905, -1.540, -3.008], [-0.517, -1.179, -4.433], [0.047, -0.100, 2.602], [0.322, -1.570, 2.872], [-0.362, 1.236, -3.458], [-0.063, 0.476, -2.176], [-0.663, -2.204, 0.739], [-1.022, -0.727, 0.734], [-3.028, 1.672, 2.043], [-3.472, 1.147, 0.687], [-2.358, 3.806, 1.805], [-1.080, 2.998, 1.651], [2.501, -2.541, 0.989], [3.001, -1.185, 0.519], [2.154, 1.611, 1.820], [1.600, 2.688, 2.738], [-2.628, -1.401, -1.116], [-2.773, -2.660, -0.277], [1.480, -0.378, -0.242], [3.776, -0.585, -2.081], [-0.332, -0.952, -3.514], [-0.397, -0.948, 2.719], [-0.741, 1.014, -2.600], [-0.906, -1.483, 0.147], [-3.354, 0.878, 1.605], [-1.399, 3.900, 1.765], [2.351, -1.596, 1.100], [1.714, 2.468, 1.807], [-2.918, -2.319, -1.167]],
  "de_lowest_kj_mol": 491.9,
  "total_energy_ev": -22876.4160,
  "lumo_energy_ev": -0.2,
  "smiles": "O.O.O.O.O.O.O.O.O.O.O",
  "gap_ev": 9.5759,
  "homo_energy_ev": -9.79
}

***

2.
{
  "formula": "H22O11",
  "method": "ωB97M-V/def2-TZVPD",
  "species": ["O", "H", "H", "O", "H", "H", "O", "H", "H", "O", "H", "H", "O", "H", "H", "O", "H", "H", "O", "H", "H", "O", "H", "H", "O", "H", "H", "O", "H", "H", "O", "H", "H"],
  "positions_angstrom": [[-0.950, -2.245, -0.286], [-0.619, -1.809, 0.544], [-1.177, -3.146, -0.099], [-2.664, -1.053, 2.116], [-2.856, -0.536, 2.933], [-1.790, -0.864, 1.998], [1.912, 1.706, -2.530], [1.235, 2.090, -1.946], [2.745, 2.098, -2.227], [-1.312, 0.953, 3.712], [-1.021, 0.054, 3.550], [-0.925, 1.463, 3.027], [1.207, -3.214, -1.635], [1.862, -2.561, -1.885], [0.413, -2.739, -1.440], [-0.132, 2.610, 1.986], [-0.051, 3.285, 2.660], [-0.968, 2.958, 1.661], [0.197, -0.717, 2.025], [0.436, -1.069, 2.900], [0.791, 0.001, 1.961], [-0.435, 0.566, -0.513], [0.225, -0.043, -0.856], [-0.093, 0.716, 0.361], [2.412, -0.582, -0.692], [2.427, -0.097, -1.512], [3.239, -1.065, -0.714], [0.253, -1.222, -3.584], [1.168, -1.603, -3.438], [-0.219, -1.914, -4.016], [-2.054, 2.865, -1.256], [-2.110, 1.967, -1.629], [-1.146, 3.145, -1.175]],
  "de_lowest_kj_mol": 236.3,
  "total_energy_ev": -22879.0652,
  "lumo_energy_ev": -0.2,
  "smiles": "O.O.O.O.O.O.O.O.O.O.O",
  "gap_ev": 10.3651,
  "homo_energy_ev": -10.56
}

***

3.
{
  "formula": "H22O11",
  "method": "ωB97M-V/def2-TZVPD",
  "species": ["O", "H", "H", "O", "H", "H", "O", "H", "H", "O", "H", "H", "O", "H", "H", "O", "H", "H", "O", "H", "H", "O", "H", "H", "O", "H", "H", "O", "H", "H", "O", "H", "H"],
  "positions_angstrom": [[0.853, -1.541, -0.160], [0.825, -1.903, -1.045], [0.058, -1.870, 0.259], [-2.345, 0.624, -1.900], [-2.939, 0.405, -1.182], [-1.469, 0.527, -1.525], [-0.315, -1.178, 1.901], [-0.617, -0.557, 1.238], [-0.975, -1.871, 1.899], [-0.659, 0.051, 0.031], [-0.369, 0.952, -0.111], [0.146, -0.467, 0.005], [0.483, 0.081, -3.083], [0.221, -0.828, -3.229], [0.386, 0.210, -2.139], [-3.023, -1.276, -0.513], [-2.103, -1.522, -0.414], [-3.365, -1.887, -1.166], [2.141, 0.540, -1.060], [3.055, 0.290, -0.925], [1.821, 0.760, -0.185], [2.749, -1.194, 0.627], [1.862, -1.340, 0.298], [2.978, -2.011, 1.070], [-1.023, 2.301, 2.601], [-1.312, 1.741, 3.321], [-0.808, 1.691, 1.895], [1.660, 0.724, 1.307], [1.915, -0.196, 1.377], [1.663, 1.043, 2.210], [-0.566, 2.183, -0.445], [0.268, 2.622, -0.608], [-1.198, 2.896, -0.347]],
  "de_lowest_kj_mol": 704.8,
  "total_energy_ev": -22874.2088,
  "lumo_energy_ev": -0.4,
  "gap_ev": 9.4289,
  "homo_energy_ev": -9.79
}

***

4.
{
  "formula": "H22O11Xe",
  "method": "ωB97M-V/def2-TZVPD",
  "species": ["Xe", "O", "H", "H", "O", "H", "H", "O", "H", "H", "O", "H", "H", "O", "H", "H", "O", "H", "H", "O", "H", "H", "O", "H", "H", "O", "H", "H", "O", "H", "H", "O", "H", "H"],
  "positions_angstrom": [[0.381, 0.575, 0.590], [2.325, -1.436, -2.231], [3.138, -1.644, -2.691], [1.669, -2.006, -2.633], [1.234, -2.764, 1.634], [1.739, -3.560, 1.465], [0.821, -2.560, 0.795], [-3.184, 1.785, 0.468], [-3.384, 0.905, 0.786], [-2.628, 2.166, 1.147], [-0.708, -2.645, -0.589], [-0.237, -2.685, -1.421], [-1.390, -3.313, -0.666], [1.305, 1.203, -3.137], [1.831, 1.775, -3.696], [1.939, 0.793, -2.549], [-0.734, 3.295, -3.021], [-0.845, 3.116, -3.954], [-0.016, 2.723, -2.750], [-2.130, -2.231, 1.899], [-2.856, -1.764, 1.485], [-1.520, -2.411, 1.184], [-1.688, 2.963, 3.061], [-1.750, 3.820, 2.638], [-0.833, 2.970, 3.492], [-2.188, 1.018, -2.129], [-1.827, 1.820, -2.508], [-2.291, 1.217, -1.199], [0.912, 0.362, 4.839], [0.276, -0.218, 4.420], [1.700, 0.283, 4.301], [4.023, -1.286, 0.300], [3.387, -1.234, -0.413], [3.528, -1.036, 1.081]],
  "de_lowest_kj_mol": 86.3,
  "total_energy_ev": -31842.0521,
  "lumo_energy_ev": -0.4,
  "gap_ev": 9.8241,
  "homo_energy_ev": -10.18
}